DFT (the ωB97M-V functional and the def2-TZVPD basis) results for a structure of composition C4H5NO2 in a non-equilibrium geometry.

```
12
Properties=species:S:1:pos:R:3:forces:R:3
N 0.4720 1.1392 1.1444 0.5 0.1 0.0
C -0.0016 0.4162 0.0019 0.2 -0.3 0.2
C -1.2897 0.0525 -0.7079 -0.1 0.1 -0.1
C -0.6368 -0.8993 0.2427 -0.2 0.0 0.2
O 0.5173 -1.6202 -0.2693 -0.1 -0.4 -0.8
C 1.0959 -0.4112 -0.6102 0.4 -0.2 -0.7
O 2.1544 -0.1948 -1.1135 -0.5 -0.4 0.3
H 1.0437 1.9285 0.8640 -0.2 0.4 -0.2
H 1.1976 0.4480 1.4057 -0.4 0.9 1.0
H -2.2283 0.4714 -0.3550 0.2 0.0 0.0
H -1.2367 -0.1231 -1.7808 0.0 0.1 0.2
H -1.0880 -1.2072 1.1779 0.2 -0.2 -0.2
```
Positions in Å, forces in eV/Å.

## Properties
- 2S+1 = 1
- LUMO (eV) = 0.88
- HOMO-LUMO gap (hartree) = 0.39823
- HOMO (eV) = -9.955

Löwdin atomic charge list, values in e, 4 entries: atom 1 (N): 0.110, atom 2 (C): -0.366, atom 3 (C): 0.038, atom 4 (C): -0.185

***

DFT (the ωB97M-V functional and the def2-TZVPD basis) results for the molecule C4H5NO2.

```
12
Properties=species:S:1:pos:R:3:forces:R:3
O 1.9566 1.0688 1.6402 0.1 -0.2 -0.4
C 2.0921 0.3805 0.6666 0.1 0.2 0.3
C 0.9268 -0.2728 -0.0820 -0.1 -0.2 -0.3
O 1.1627 -0.9531 -1.0549 0.0 0.2 0.5
N -0.3357 -0.0598 0.4967 0.3 -0.2 0.1
C -1.4379 -0.7687 -0.1427 -0.1 -0.2 -0.1
C -1.2878 0.6847 -0.3455 -0.2 0.2 -0.2
H 3.0746 0.1222 0.2226 -0.1 0.1 0.1
H -2.1738 -1.1366 0.5666 0.1 0.1 -0.1
H -1.1785 -1.4325 -0.9630 -0.1 0.2 0.1
H -0.9247 1.0050 -1.3207 0.0 0.0 0.2
H -1.9158 1.3933 0.1859 0.1 -0.1 -0.1
```
Positions in Å, forces in eV/Å.

## Properties
- SMILES string = O=CC(=O)N1CC1
- 2S+1 = 1
- LUMO (eV) = -0.42
- HOMO-LUMO gap (hartree) = 0.35348
- HOMO (eV) = -10.037

Löwdin atomic charge list, values in e, 4 entries: atom 1 (O): 0.097, atom 2 (C): -0.159, atom 3 (C): -0.406, atom 4 (O): 0.112

***

DFT (the ωB97M-V functional and the def2-TZVPD basis) results for the molecule C4H5NO2 in a non-equilibrium geometry.

```
12
Properties=species:S:1:pos:R:3:forces:R:3
C 0.9897 0.0282 1.4469 0.1 -0.1 0.1
C 0.1480 -0.0620 0.2237 0.2 -0.5 -0.2
C -0.5733 -1.1165 -0.1704 -0.1 0.1 0.5
O -1.0813 -0.8984 -1.4382 -0.9 0.0 0.2
C -0.9990 0.4383 -1.6415 -0.2 0.3 0.0
O -1.8092 1.0306 -2.2888 0.9 0.4 -0.5
N 0.0199 0.9062 -0.7803 -0.1 -0.1 0.0
H 1.9171 -0.5179 1.2476 0.0 0.2 0.2
H 1.2354 1.0420 1.7828 -0.2 -0.2 -0.2
H 0.4628 -0.4994 2.2490 0.2 0.1 0.0
H -1.0842 -1.8842 0.3885 0.6 -0.3 -0.1
H 0.7622 1.5394 -1.0395 -0.5 0.1 -0.1
```
Positions in Å, forces in eV/Å.

## Properties
- SMILES string = Cc1coc(=O)[nH]1
- 2S+1 = 1
- LUMO (eV) = 0.72
- HOMO-LUMO gap (hartree) = 0.34243
- HOMO (eV) = -8.598

Löwdin atomic charge list, values in e, 4 entries: atom 1 (C): -0.027, atom 2 (C): -0.308, atom 3 (C): -0.060, atom 4 (O): 0.071

***

DFT (the ωB97M-V functional and the def2-TZVPD basis) results for the molecule C4H5NO2 in a non-equilibrium geometry.

```
12
Properties=species:S:1:pos:R:3:forces:R:3
O 0.3186 -2.2770 -0.5722 0.0 0.6 -0.3
C 0.0711 -1.1027 -0.5569 -0.5 -0.4 -0.9
N -1.2106 -0.4823 -0.2908 0.4 -0.7 0.1
C -0.6321 0.2807 0.8307 0.5 0.0 0.6
C 0.3498 1.1601 0.0656 -0.1 0.1 0.1
O 1.6731 0.7371 0.3631 0.3 -0.3 0.0
C 0.9942 0.1393 -0.7469 -0.1 -0.1 -0.3
H -1.9622 -1.1130 -0.0212 0.4 -0.3 0.0
H 0.0824 -0.4362 1.3106 -0.7 0.9 0.9
H -1.3200 0.6509 1.5864 -0.2 0.3 -0.4
H 0.1525 2.1780 -0.2610 0.2 -0.1 0.2
H 1.4833 0.2652 -1.7073 -0.2 0.1 0.1
```
Positions in Å, forces in eV/Å.

## Properties
- SMILES string = O=C1NC[C@H]2O[C@@H]12
- 2S+1 = 1
- LUMO (eV) = 0.92
- HOMO-LUMO gap (hartree) = 0.39296
- HOMO (eV) = -9.774

Löwdin atomic charge list, values in e, 4 entries: atom 1 (O): 0.122, atom 2 (C): -0.410, atom 3 (N): 0.058, atom 4 (C): -0.131

***

DFT (the ωB97M-V functional and the def2-TZVPD basis) results for the molecule C4H5NO2 in a non-equilibrium geometry.

```
12
Properties=species:S:1:pos:R:3:forces:R:3
C -1.4636 -0.6917 -2.0297 -0.4 -1.4 -1.4
C -0.6051 -0.2015 -0.8671 0.3 -4.4 -1.6
C 0.5105 -0.8332 -0.2441 2.2 -0.6 0.4
C 0.8434 0.0697 0.7585 -0.9 0.3 1.6
O 1.6628 0.1849 1.8724 1.2 -5.2 -2.8
O -0.0860 1.0511 0.8313 1.0 -1.7 -1.2
N -0.9313 0.7668 -0.2018 -3.9 6.5 1.5
H -0.7918 -1.4220 -2.5533 -0.5 0.7 0.0
H -1.7098 0.1678 -2.8140 0.2 -1.9 2.0
H -2.3879 -1.4579 -1.7660 2.1 2.6 -0.3
H 0.9836 -1.7988 -0.5526 -0.3 1.3 0.5
H 2.1001 -0.8044 1.7627 -0.9 3.7 1.2
```
Positions in Å, forces in eV/Å.

## Properties
- SMILES string = Cc1cc(O)on1
- 2S+1 = 1
- LUMO (eV) = 0.40
- HOMO-LUMO gap (hartree) = 0.35637
- HOMO (eV) = -9.302

Löwdin atomic charge list, values in e, 4 entries: atom 1 (C): -0.044, atom 2 (C): -0.434, atom 3 (C): 0.027, atom 4 (C): -0.363

***

DFT (the ωB97M-V functional and the def2-TZVPD basis) results for the molecule C4H5NO2.

```
12
Properties=species:S:1:pos:R:3:forces:R:3
O 0.8668 2.2788 -0.6125 0.0 -0.1 0.1
C 0.6854 1.0697 -0.5044 -0.3 0.0 0.0
C -0.5222 0.2982 -0.8121 0.2 0.0 0.0
C -0.6085 -1.0823 -0.3494 0.0 0.0 -0.2
N -0.8471 -0.7263 1.0676 0.2 0.1 0.3
C 0.1744 -0.1025 1.5626 -0.2 -0.1 0.0
O 1.1610 0.4318 0.8906 -0.1 0.0 0.0
H 1.2658 0.3634 -1.2493 0.0 -0.1 -0.1
H -1.2994 0.7679 -1.4160 0.1 0.0 0.0
H 0.3232 -1.6498 -0.4632 -0.1 0.1 0.0
H -1.4491 -1.6396 -0.7614 0.1 0.1 0.1
H 0.2497 -0.0094 2.6476 0.0 0.0 -0.1
```
Positions in Å, forces in eV/Å.

## Properties
- 2S+1 = 1
- LUMO (spin up / spin down) (eV) = -1.69 / -1.69
- HOMO-LUMO gap (spin up / spin down) (hartree) = 0.27787 / 0.27795
- HOMO (spin up / spin down) (eV) = -9.253 / -9.255

Löwdin atomic charge list, values in e, 4 entries: atom 1 (O): 0.009, atom 2 (C): -0.557, atom 3 (C): 0.136, atom 4 (C): -0.202

***

DFT (the ωB97M-V functional and the def2-TZVPD basis) results for the molecule C4H5NO2.

```
12
Properties=species:S:1:pos:R:3:forces:R:3
O 0.5883 -2.5215 0.8761 0.0 0.4 -0.5
C 0.5290 -1.7063 -0.0105 0.0 -0.1 0.3
C -0.4016 -0.5120 0.0499 0.0 0.0 0.2
C 0.1837 0.6652 0.8834 0.1 -0.2 0.2
N -0.0311 1.8461 0.0472 -0.1 -0.2 -0.4
C -0.4117 1.4091 -1.0755 0.0 0.3 0.2
O -0.5678 0.0709 -1.2544 0.0 -0.1 0.0
H 1.1877 -1.7490 -0.9039 -0.1 0.0 0.1
H -1.3844 -0.8376 0.4117 0.2 0.1 0.0
H -0.3063 0.7749 1.8536 0.0 -0.1 -0.2
H 1.2591 0.5427 1.0668 -0.2 0.0 0.0
H -0.6448 2.0176 -1.9444 0.1 -0.1 0.1
```
Positions in Å, forces in eV/Å.

## Properties
- SMILES string = O=C[C@H]1CN=CO1
- 2S+1 = 1
- LUMO (eV) = 0.75
- HOMO-LUMO gap (hartree) = 0.39651
- HOMO (eV) = -10.037

Löwdin atomic charge list, values in e, 4 entries: atom 1 (O): 0.072, atom 2 (C): -0.200, atom 3 (C): -0.243, atom 4 (C): -0.137

***

DFT (the ωB97M-V functional and the def2-TZVPD basis) results for the molecule C4H5NO2 in a non-equilibrium geometry.

```
12
Properties=species:S:1:pos:R:3:forces:R:3
O -0.9459 -0.4548 -2.8098 0.4 0.1 0.3
C -0.0971 -0.3195 -1.9646 -0.3 0.0 -0.2
C -0.4150 -0.2454 -0.5053 -0.3 0.1 -0.1
C 0.5229 -0.8414 0.4855 0.3 0.3 0.3
N 0.4107 0.6087 0.3124 -0.1 0.4 0.2
C -0.0775 1.2295 1.4690 0.0 0.3 0.3
O 0.6674 1.6402 2.3160 -0.5 -0.1 -0.3
H 0.9847 -0.2887 -2.2077 -0.1 0.1 0.0
H -1.4776 -0.2753 -0.2660 0.1 -0.2 -0.1
H 1.5672 -0.9770 0.2934 0.1 -1.5 -0.4
H 0.0384 -1.3403 1.3322 0.4 0.3 -0.1
H -1.1782 1.2639 1.5450 -0.1 0.2 0.1
```
Positions in Å, forces in eV/Å.

## Properties
- SMILES string = O=C[C@H]1CN1C=O
- 2S+1 = 1
- LUMO (eV) = 0.64
- HOMO-LUMO gap (hartree) = 0.40230
- HOMO (eV) = -10.312

Löwdin atomic charge list, values in e, 4 entries: atom 1 (O): 0.068, atom 2 (C): -0.207, atom 3 (C): -0.227, atom 4 (C): -0.048

***

DFT (the ωB97M-V functional and the def2-TZVPD basis) results for the molecule C4H5NO2.

```
12
Properties=species:S:1:pos:R:3:forces:R:3
C -0.2443 -2.0144 -0.5660 0.0 -0.1 0.1
O -0.9878 -0.7908 -0.8329 0.0 -0.1 -0.3
C -0.6025 0.3497 -0.0240 -0.2 -0.1 0.3
N -1.6161 -0.1991 0.5492 0.4 0.3 -0.1
O 0.0052 2.2188 1.9408 0.2 -0.1 -0.4
C 0.6765 2.1377 0.9251 -0.1 0.0 0.0
C 0.4254 1.2149 -0.1647 -0.1 0.0 0.1
H 0.5451 -1.8220 0.1621 -0.1 0.0 -0.1
H -0.9574 -2.7381 -0.1724 0.1 0.1 -0.1
H 0.1585 -2.3375 -1.5293 0.0 0.1 0.2
H 1.5710 2.7769 0.7786 -0.1 0.0 0.1
H 1.0263 1.2039 -1.0665 -0.1 -0.1 0.2
```
Positions in Å, forces in eV/Å.

## Properties
- 2S+1 = 1
- LUMO (eV) = 0.34
- HOMO-LUMO gap (hartree) = 0.33650
- HOMO (eV) = -8.814

Löwdin atomic charge list, values in e, 4 entries: atom 1 (C): -0.002, atom 2 (O): -0.102, atom 3 (C): -0.383, atom 4 (N): 0.308

***

Energy above the lowest of the compared OMol25 structures with the same formula, charge and spin? In order: 2.777; 2.131; 0.832; 2.805; 3.377; 4.592; 1.237; 2.448; 5.400 eV.